1.
Computed, not measured: a structure of composition C16H21MnN9S, with wB97M-V/def2-TZVPD.

```
48
Properties=species:S:1:pos:R:3
Mn -0.77579 -0.02506 -0.11612
C -0.05104 -4.24345 0.26819
C -0.24061 -2.83243 -0.18399
N -0.76703 -1.90210 0.52890
N -1.24940 -2.16200 1.78064
C -2.09144 -1.25786 2.33793
N -2.63368 -1.56905 3.50413
S -2.43340 0.21393 1.56322
C 0.12038 -2.37092 -1.53850
C 0.57218 -3.21308 -2.53841
C 0.80400 -2.69310 -3.80588
C 0.57913 -1.34778 -4.03331
C 0.13601 -0.56164 -2.98079
N -0.08926 -1.05076 -1.76217
H 0.25245 -4.29334 1.31485
H 0.72860 -4.73930 -0.30263
H -0.97333 -4.81691 0.14380
H -1.15481 -3.09308 2.16282
H -2.49277 -2.45540 3.96355
H -3.25808 -0.90900 3.94054
H 0.73137 -4.26416 -2.34828
H 1.15062 -3.33723 -4.60235
H 0.74119 -0.90393 -5.00482
H -0.04461 0.49713 -3.11399
C 2.89463 2.07815 3.39070
N 2.32537 1.14664 2.42138
C 2.95025 0.03956 1.90440
C 2.07516 -0.51351 1.02357
N 0.92899 0.24971 0.98504
C 1.12197 1.23935 1.84493
H 3.31421 1.52338 4.22593
H 2.10937 2.73235 3.75918
H 3.67302 2.67667 2.92272
H 3.94394 -0.24700 2.20117
H 2.20663 -1.38267 0.40242
H 0.41428 2.02131 2.06806
N -3.08422 4.63360 -1.49639
C -1.95728 3.91014 -1.40975
C -1.95511 2.59409 -0.88896
N -0.83421 1.89101 -0.81257
C 0.30733 2.45882 -1.24506
C 0.28733 3.74938 -1.74222
N -0.81964 4.46880 -1.82525
H -3.97869 4.27158 -1.22175
H -3.03189 5.56249 -1.88008
H -2.87019 2.13016 -0.54280
H 1.21660 1.87932 -1.17451
H 1.20143 4.21718 -2.08749
```

ΔE to the lowest compared entry with this formula, charge and spin ... 0.0 kcal per mole
E_HOMO (spin up / spin down) ... -13.963 / -13.948 eV
Total charge ... +2
LUMO level (spin up / spin down) ... -6.66 / -6.44 eV
Orbital gap (spin up / spin down) ... 7.30 / 7.50 eV
Maximum force ... 0.00694 Eh/bohr
2S+1 ... 2

Atomic partial charges in e from the Löwdin method, atoms 1 to 2: Mn 0.465; C 0.018

***

2.
Computed, not measured: the molecule C3H10N2O2, with wB97M-V/def2-TZVPD.

```
17
Properties=species:S:1:pos:R:3
C -0.88431 1.48929 -0.15022
C -0.25808 0.29160 -0.82782
N -1.02264 -0.92626 -0.90547
O -1.81087 -1.13115 0.30355
N 0.98517 -0.21447 -0.11355
C 1.02737 -0.42282 1.32044
O 2.17092 -0.68776 -0.74384
H -0.14157 2.27393 -0.01915
H -1.29134 1.22502 0.82206
H -1.70911 1.84700 -0.76415
H 0.09472 0.50652 -1.84310
H 0.00470 -1.50305 -0.65571
H -2.71894 -1.16369 -0.01861
H 1.07387 -1.49366 1.53048
H 1.89152 0.10858 1.71829
H 0.12960 -0.07192 1.82143
H 2.45900 -0.12715 -1.47462
```

ΔE to the lowest compared entry with this formula, charge and spin ... 151.3 kcal per mole
E_HOMO ... -7.582 eV
Total charge ... 0
LUMO level ... 0.80 eV
Orbital gap ... 8.38 eV
Maximum force ... 0.08678 Eh/bohr

Atomic partial charges in e from the Löwdin method, atoms 1 to 2: C -0.044; C -0.374

***

3.
Computed, not measured: a cluster of 2 separate species, C4H11NO in total, with wB97M-V/def2-TZVPD.

```
17
Properties=species:S:1:pos:R:3
C -1.64708 0.64379 0.32332
C -1.03903 1.72084 -0.52948
C 0.24837 2.38934 -0.05642
C 0.39521 2.91453 1.12558
N -1.93195 -0.41658 -0.75690
H -2.65785 0.90436 0.90821
H -0.93498 0.22229 1.00768
H -1.76447 2.38328 -0.83184
H -0.56645 1.15620 -1.32747
H 1.13184 2.37789 -0.75472
H -0.32975 3.19125 1.81455
H 1.45933 3.43114 1.27949
H -2.63250 -0.99527 -0.51163
H -2.11675 -0.00638 -1.59859
H 4.02187 -5.40037 -0.55619
H 2.80653 -6.02457 -0.27931
O 3.42026 -5.54185 0.12127
```

ΔE to the lowest compared entry with this formula, charge and spin ... 101.0 kcal per mole
E_HOMO (spin up / spin down) ... -13.583 / -13.583 eV
Total charge ... +1
LUMO level (spin up / spin down) ... -3.48 / -9.40 eV
Orbital gap (spin up / spin down) ... 10.10 / 4.18 eV
Maximum force ... 0.11657 Eh/bohr
2S+1 ... 2

Atomic partial charges in e from the Löwdin method, atoms 1 to 2: C -0.077; C -0.204

***

4.
Computed, not measured: a structure of composition C19H25ClN7NaO7, with wB97M-V/def2-TZVPD.

```
60
Properties=species:S:1:pos:R:3
Na 0.34247 0.25902 0.75476
N -2.80199 -1.69887 -2.13642
C -3.06050 -2.81247 -1.36718
C -2.76155 -2.44870 -0.08826
N -2.32654 -1.14951 -0.05524
C -2.34898 -0.72571 -1.29418
C -1.86997 0.57856 -1.71713
N -1.01076 1.28870 -1.03787
C -0.76846 2.42063 -1.77158
C -1.51376 2.39513 -2.91322
N -2.21872 1.21073 -2.87245
H -2.85647 -1.65104 -3.13735
H -3.39994 -3.73922 -1.79450
H -2.79174 -3.04831 0.80788
H -0.04760 3.15580 -1.44869
H -1.59870 3.08661 -3.73178
H -2.86613 0.88650 -3.56678
O -0.66086 7.22615 3.12245
C 0.16172 6.79519 2.28456
O 0.95594 7.42571 1.56053
C 0.19061 5.25259 2.12631
C -0.66180 4.45181 2.87797
C -0.62594 3.08026 2.70116
N 0.19694 2.46253 1.85382
C 1.02992 3.22492 1.12936
C 1.04075 4.61356 1.23334
C 1.97645 2.51664 0.13192
O 2.32184 3.17702 -0.85705
O 2.29221 1.32510 0.41477
H -1.33915 4.92331 3.57682
H -1.29725 2.43584 3.26349
H 1.70599 5.19962 0.61644
C 1.02302 -4.98526 -2.99417
C 1.15604 -4.03202 -1.80912
C 2.61891 -3.92176 -1.39203
C 0.30892 -4.54816 -0.64194
N 0.70550 -2.71952 -2.30695
N 0.74206 -1.64812 -1.36258
H 1.32002 -5.99668 -2.71001
H 1.64668 -4.65175 -3.82544
H -0.01591 -5.02774 -3.33793
H 2.99972 -4.90250 -1.09857
H 2.74770 -3.24414 -0.54446
H 3.22063 -3.54397 -2.22244
H 0.66236 -5.53305 -0.32317
H -0.73736 -4.64348 -0.94399
H 0.35769 -3.91475 0.24369
H -0.26225 -2.80877 -2.60079
H 1.67926 -1.26101 -1.37172
H 0.56560 -1.99925 -0.42279
O 3.04347 -1.39905 1.34074
H 2.15172 -1.63915 1.63974
H 2.97971 -0.47231 1.05772
Cl -3.03507 -2.10622 3.94812
C -1.54702 -1.38669 3.24246
C -0.66065 -2.37493 2.46037
O -0.89468 -3.57935 2.48219
O 0.25471 -1.75855 1.83289
H -0.98302 -0.95991 4.06709
H -1.87357 -0.59571 2.57338
```

E_HOMO ... -2.855 eV
Total charge ... -2
LUMO level ... 3.38 eV
Orbital gap ... 6.24 eV
Maximum force ... 0.00499 Eh/bohr

Atomic partial charges in e from the Löwdin method, atoms 1 to 2: Na 0.312; N 0.091

***

5.
Computed, not measured: a structure of composition C45H40GeN2O3PS5SbTc, with wB97M-V/def2-TZVPD.

```
99
Properties=species:S:1:pos:R:3
Tc -5.26520 -22.51320 -4.60111
O -5.18428 -20.15106 -6.48880
N -4.26986 -21.04929 -5.93172
C -3.10344 -20.64200 -6.12526
C -1.88316 -21.02715 -5.38925
C -0.64775 -21.03528 -6.00085
C 0.48939 -21.26003 -5.27323
C 0.35153 -21.52518 -3.90136
C -0.90930 -21.48459 -3.24802
C -2.03501 -21.27712 -4.03194
P -3.66541 -21.25380 -3.29836
C -3.36735 -21.85613 -1.56845
C -2.86467 -23.07830 -1.28846
C -2.52842 -23.37373 0.03313
C -2.73340 -22.47227 1.06743
C -3.33784 -21.26752 0.80014
C -3.65618 -20.97326 -0.52931
C -4.02822 -19.45073 -3.11806
C -5.33094 -18.98911 -3.04144
C -5.47574 -17.64113 -2.75837
C -4.42989 -16.79949 -2.43331
C -3.14953 -17.31640 -2.44162
C -2.94093 -18.63636 -2.84535
H -5.75056 -20.68018 -7.13254
H -3.07615 -19.85901 -6.88714
H -0.58743 -20.86353 -7.06164
H 1.39798 -21.37493 -5.77605
H 1.24445 -21.74430 -3.37535
H -0.93654 -21.75194 -2.15668
H -2.52458 -23.74837 -2.04031
H -2.09623 -24.31830 0.23965
H -2.45993 -22.72848 2.06375
H -3.54723 -20.56633 1.59236
H -4.14832 -20.02083 -0.67650
H -6.15837 -19.66641 -3.24510
H -6.45292 -17.24323 -2.87071
H -4.59818 -15.74035 -2.17112
H -2.27780 -16.66759 -2.15554
H -1.98611 -19.04183 -2.92489
S -3.54769 -26.76450 -0.68621
Sb -4.02708 -27.81462 -2.46198
S -3.91571 -24.12184 -4.35984
S -6.21684 -23.07292 -6.69938
S -4.63619 -25.98588 -4.54453
O -7.36967 -24.24806 -2.58119
C -6.69365 -23.38411 -2.07716
O -6.04516 -22.41526 -2.78283
C -6.55770 -23.18396 -0.56720
C -7.75925 -23.62743 0.26377
Ge -9.51890 -22.70617 0.04962
C -9.16472 -20.83843 -0.44145
C -8.05291 -20.26746 0.19866
C -7.80229 -18.87049 0.29499
C -8.71577 -18.02157 -0.38839
C -9.86005 -18.56774 -1.03577
C -10.02238 -19.92876 -1.09996
C -10.67853 -23.60882 -1.35643
C -11.91457 -23.00539 -1.54769
C -12.96872 -23.63389 -2.22956
C -12.71907 -24.79693 -2.91205
C -11.51364 -25.46687 -2.77502
C -10.50852 -24.89249 -1.97320
C -10.50283 -22.64924 1.65120
C -10.66875 -21.50490 2.43729
C -11.46994 -21.43954 3.53146
C -12.06055 -22.60128 4.04342
C -11.93043 -23.81897 3.29046
C -11.11864 -23.86145 2.16312
H -6.32924 -22.14837 -0.35312
H -5.65581 -23.72411 -0.26527
H -7.47603 -23.51454 1.30406
H -7.97484 -24.73918 0.18962
H -7.38601 -20.92312 0.73136
H -7.07480 -18.40633 0.95859
H -8.55490 -16.92064 -0.29675
H -10.56794 -17.89382 -1.48201
H -10.94146 -20.32174 -1.52055
H -12.15876 -22.02706 -1.07804
H -13.93305 -23.17372 -2.31947
H -13.55691 -25.29968 -3.38275
H -11.38700 -26.47037 -3.11404
H -9.54277 -25.40479 -1.82840
H -10.24822 -20.58486 2.01524
H -11.56019 -20.50748 4.12501
H -12.64858 -22.61604 4.92362
H -12.41822 -24.73222 3.58046
H -11.11091 -24.77828 1.55637
S -6.94569 -24.08127 -5.07889
C -8.55485 -23.20615 -4.84806
N -9.59641 -23.86816 -5.32898
C -10.92114 -23.41650 -5.24204
C -11.06685 -22.17844 -4.69624
C -9.93584 -21.39434 -4.31141
C -8.62840 -21.88307 -4.47715
H -9.45830 -24.82464 -5.62194
H -11.55880 -24.12680 -5.65944
H -12.07124 -21.88079 -4.50755
H -10.06418 -20.45568 -3.76083
H -7.78963 -21.32640 -4.10857
```

ΔE to the lowest compared entry with this formula, charge and spin ... 0.0 kcal per mole
E_HOMO (spin up / spin down) ... -14.184 / -14.184 eV
Total charge ... +3
LUMO level (spin up / spin down) ... -10.04 / -10.12 eV
Orbital gap (spin up / spin down) ... 4.14 / 4.06 eV
Maximum force ... 0.07981 Eh/bohr

Atomic partial charges in e from the Löwdin method, atoms 1 to 2: Tc 0.675; O -0.051